(1)
DFT (ωB97M-V/def2-TZVPD) results for the molecule C4H6Br2N2.

Cartesian coordinates (Å):
1 C 0.18004 -0.35124 -0.22687
2 C -1.23842 -0.01997 -0.25842
3 C 1.91815 -1.88093 -0.59552
4 C -1.61879 1.32995 -0.60426
5 N 0.56720 -1.47220 -0.65729
6 N -1.98477 -0.97464 0.02270
7 Br 3.37164 -0.69745 0.19514
8 Br -3.76007 -0.81418 0.23086
9 H 0.78573 0.34808 0.23256
10 H 2.20230 -2.07639 -1.56819
11 H 1.90055 -2.87498 -0.06158
12 H -2.09883 2.08520 0.15472
13 H -2.38699 1.33445 -1.36707
14 H -0.71507 1.84353 -0.84453

frontier orbital gap	9.81	eV
SMILES	CC(/C=N/CBr)=N\Br
relative energy (zero: lowest compared OMol25 entry of this formula, charge and spin)	209.5	kJ/mol



(2)
DFT (ωB97M-V/def2-TZVPD) results for an isolated ion of composition H2NO5PS and charge -2.

Cartesian coordinates (Å):
1 N -0.44694 0.54243 0.08818
2 O 1.48760 2.11175 1.16860
3 O 3.54498 -0.36914 0.10681
4 O 1.53308 1.95894 -1.31275
5 O 1.71927 -1.38165 -1.21606
6 O 1.50133 -1.24815 1.16541
7 P 1.19986 1.27170 -0.03595
8 S 2.10938 -0.63308 -0.01134
9 H -0.78485 0.40692 1.09637
10 H 0.07685 -0.40274 -0.02450

frontier orbital gap	7.43	eV
SMILES	N[P@](=O)([O-])S(=O)(=O)[O-]
relative energy (zero: lowest compared OMol25 entry of this formula, charge and spin)	77.3	kJ/mol
total charge	-2